No. 1
Density functional theory data (the ωB97M-V functional and the def2-TZVPD basis) for a 2-piece molecular cluster, C3H7NO2S overall at a distorted geometry.

```
! RIJCOSX wB97M-V def2-TZVPD def2/J DEFGRID3
* xyz 0 1
C 1.13154 -1.05909 0.16015
C 1.21785 1.50241 0.32467
C 1.27772 0.12440 -0.28892
N 1.15563 -2.26138 0.46839
O -2.46540 1.06133 0.63497
O -1.88071 -0.49207 -1.31132
S -2.38763 -0.34726 0.28682
H -1.00981 -0.48557 0.86100
H 0.39097 1.60429 1.01958
H 1.04123 2.13842 -0.47607
H 2.14495 1.93936 0.79852
H 1.58324 0.15653 -1.27961
H -2.52491 -1.05332 -1.82635
H 0.32533 -2.82804 0.62817
*
```

Atom charges from the Mulliken analysis, given in e for atoms 1 to 6: C 0.4984; C -0.8536; C -0.4351; N -0.5839; O -0.5076; O -0.4523

---

No. 2
Density functional theory data (the ωB97M-V functional and the def2-TZVPD basis) for a 2-piece molecular cluster, C9H20NO8S2 overall at a distorted geometry.

```
! RIJCOSX wB97M-V def2-TZVPD def2/J DEFGRID3
* xyz -1 1
C -4.16966 -3.50593 -6.27386
C -4.19244 -4.12215 -4.89702
C -3.19808 -3.59317 -3.66452
S -3.87057 -1.99410 -2.93439
O -5.26877 -2.37055 -2.30505
O -4.17021 -0.88664 -3.97886
N -2.85284 -1.49866 -1.60547
S -1.48658 -0.54587 -2.12747
O -1.16065 -0.63077 -3.63738
O -0.22267 -1.07332 -1.34975
O -1.72363 1.07767 -1.56174
H -3.98578 -4.18228 -7.23025
H -4.40721 -2.34463 -6.32361
H -4.96491 -4.99490 -4.64032
H -2.06565 -3.54501 -3.98106
H -3.27217 -4.44924 -2.83582
H -2.06756 0.92080 -0.61212
C 3.13481 4.57073 3.46362
O 3.13515 3.16291 3.28131
C 2.74877 2.46507 4.46848
C 2.28912 1.04729 4.12160
O 0.93579 1.00380 3.64803
C 0.73150 1.48072 2.31092
C 1.24242 0.50480 1.24861
O 2.65434 0.65583 1.07360
C 3.22906 -0.45230 0.39838
H 3.82925 4.85621 4.25530
H 3.45281 5.04074 2.52986
H 2.12685 4.92311 3.69966
H 1.94431 3.00160 4.98070
H 3.62923 2.41870 5.11799
H 2.29080 0.45954 5.04608
H 2.96788 0.55256 3.42774
H 1.14340 2.48434 2.18343
H -0.35432 1.56502 2.19846
H 0.76523 0.72734 0.28723
H 1.00253 -0.52292 1.54342
H 3.09214 -1.36818 0.98225
H 4.30114 -0.26961 0.29027
H 2.78719 -0.56853 -0.59825
*
```

Atom charges from the Mulliken analysis, given in e for atoms 1 to 6: C -0.4898; C -0.3046; C -0.4806; S 0.9530; O -0.6872; O -0.6353

---

No. 3
Density functional theory data (the ωB97M-V functional and the def2-TZVPD basis) for one molecule with the formula C8H16N2Si at a distorted geometry.

Calculated values
SMILES string: Cn1ccnc1[SiH2]C(C)(C)C

```
! RIJCOSX wB97M-V def2-TZVPD def2/J DEFGRID3
* xyz 0 1
C 2.90087 -1.89553 0.01571
N 2.74507 -0.50991 0.12701
C 3.49722 0.52956 -0.24129
C 2.78765 1.71976 -0.12605
N 1.54488 1.52159 0.33687
C 1.23306 0.28696 0.39238
Si -0.37289 -0.65454 0.99274
C -1.80054 0.19766 0.02870
C -2.01204 1.60734 0.51124
C -1.65273 0.29746 -1.54864
C -3.10238 -0.59485 0.22577
H 2.14369 -2.44453 -0.48202
H 3.70511 -2.29282 -0.64331
H 3.08544 -2.23625 1.12864
H 4.43624 0.29606 -0.57714
H 2.93848 2.78532 -0.29047
H -0.18396 -1.03900 2.46994
H -0.50105 -2.06035 0.22141
H -1.34540 2.38813 0.23401
H -2.91159 2.08429 0.33264
H -1.98573 1.59114 1.69636
H -2.41671 0.92402 -1.78401
H -1.66571 -0.76715 -1.86816
H -0.80121 0.86579 -1.76874
H -3.20941 -1.31670 -0.64837
H -3.15130 -1.34742 1.08788
H -3.90504 0.06398 0.17692
*
```

Atom charges from the Mulliken analysis, given in e for atoms 1 to 6: C -0.8718; N 0.0732; C -0.0880; C -0.7606; N -0.4012; C 0.1875

---

| no. | HOMO-LUMO gap (Ha) | E (Eh) | molecular weight (g/mol) |
| --- | --- | --- | --- |
| 1 | 0.3313 | -721.8044 | 121.161 |
| 2 | 0.2970 | -1807.7247 | 334.392 |
| 3 | 0.3189 | -713.2925 | 168.316 |